(1)
{"formula": "C13H37BrCuN5O4", "method": "ωB97M-V with the def2-TZVPD basis set", "symbols": ["H", "C", "C", "H", "H", "O", "H", "H", "N", "H", "C", "Br", "C", "H", "N", "H", "H", "H", "O", "C", "H", "C", "H", "H", "H", "H", "C", "H", "C", "H", "H", "C", "O", "H", "H", "H", "H", "H", "H", "H", "Cu", "H", "C", "N", "H", "H", "N", "H", "H", "H", "C", "C", "H", "H", "H", "H", "O", "C", "H", "N", "H"], "coordinates": [[2.14024, 1.11158, -3.09500], [-3.78404, -2.52222, 4.27451], [-4.01303, -1.55664, 1.53271], [4.07372, -1.89634, -0.73031], [-3.35517, -2.94316, 5.17500], [1.40825, 5.00324, -2.11411], [-4.70088, -2.53461, -0.27060], [3.70329, 3.63049, -2.26971], [-0.20207, -1.71731, -1.09807], [3.17600, 2.04696, -4.15214], [2.34088, -0.96338, 1.01158], [-0.78284, 1.65308, -0.22318], [2.81640, 2.98023, -2.28263], [-0.36628, -0.75861, -0.84951], [-3.32552, -0.25149, 1.79867], [-0.07357, -1.84821, 3.37492], [3.30624, -0.44433, 1.05095], [1.82731, 4.12086, -3.92543], [-2.75336, -2.66318, 3.30070], [3.03803, 1.73347, -3.11604], [-4.95743, -1.48117, 2.06957], [-0.68523, -2.19177, -2.30564], [-1.74072, -1.48627, -3.98296], [0.81050, 0.80285, 1.96169], [1.71631, -0.37535, 0.30213], [-2.51214, -0.13536, 1.19692], [0.43503, -1.85885, 2.41499], [-3.31494, -1.42952, -0.55417], [1.66129, 3.85203, -2.88021], [2.40602, -1.34725, 3.07297], [-0.29984, -1.49232, 1.67643], [-4.22085, -1.59378, 0.02323], [-0.42220, -3.35062, -2.69869], [2.01672, 3.54624, -0.56307], [0.34440, -2.33387, -0.52357], [2.94145, -3.24388, -1.16667], [3.92375, 1.19053, -2.80176], [2.51061, -1.59500, -1.47973], [1.74528, 1.95947, -0.88073], [0.71656, 0.41568, 3.50060], [-1.75029, 3.50813, 1.32402], [3.31934, 5.76157, -1.47467], [1.66400, -0.97900, 2.35482], [2.47266, 2.68985, -0.92244], [-3.98702, -1.44611, 4.42428], [-1.57458, -0.37157, -2.70336], [1.37241, 0.41015, 2.72138], [-4.77102, -2.89348, 3.98563], [2.06137, 6.91395, -1.78082], [-4.96180, -0.84176, -0.25778], [2.46020, 5.95923, -2.12955], [-3.16588, -2.73173, 1.95718], [-2.90826, -0.35260, 2.73077], [0.73462, 3.28413, -2.74822], [0.58271, -2.88316, 2.05979], [-3.69298, -3.67176, 1.74692], [2.44722, -2.24541, 0.48691], [3.03601, -2.24345, -0.75363], [-2.23382, -2.72323, 1.39094], [-1.47319, -1.31433, -3.03557], [2.82015, 6.13835, -3.15021]], "forces_ev_per_angstrom": [[0.1545, -0.2023, 0.1106], [0.2731, 1.1729, -0.4464], [1.0791, 1.5160, -1.1022], [0.1561, -0.2312, 0.1153], [-0.4711, -0.1734, 0.2437], [0.8119, -0.4262, 0.1172], [0.3875, -0.0483, -0.0856], [-0.0863, 0.0734, -0.0791], [-0.7944, 0.1542, -1.1851], [0.1169, -0.1310, 0.0095], [-0.5450, 0.7162, -0.6097], [-0.2171, 1.3799, 0.6780], [1.6985, -1.0701, 0.4817], [0.0833, -0.1347, 0.3400], [0.2149, -0.3534, 0.9993], [0.1850, -0.0875, 0.1636], [0.1336, -0.1466, 0.1696], [0.5258, -0.3528, -0.0198], [-0.1650, -0.2245, 0.3092], [-0.3033, 0.5270, -0.3627], [-0.1192, -0.3462, -0.0876], [0.6411, -2.3808, -0.8360], [0.1283, -0.4756, -0.0959], [0.1394, -0.0329, 0.0770], [-0.0028, 0.0936, 0.1454], [-0.1842, -0.2780, -0.1989], [-0.7591, -0.1709, -1.3174], [0.2039, -0.1368, 0.1065], [-1.9129, 1.1180, 1.0360], [-0.0966, -0.0311, 0.0302], [0.0409, 0.2674, 0.2472], [-1.5360, -0.3771, 0.1305], [-0.6052, 2.4729, 0.7362], [0.7652, -0.2918, 0.8793], [0.0666, -0.0021, 0.0453], [0.3501, -0.1251, 0.0537], [-0.0546, -0.1410, 0.0990], [-0.0946, 0.0672, 0.2820], [0.4715, -0.6734, 0.8003], [0.3375, -0.0718, 0.1429], [0.4100, -1.2268, -0.8746], [-0.2178, -0.5478, -0.0527], [0.3725, -0.2610, 1.0060], [-2.2822, 1.3623, -2.0472], [0.2005, -0.1631, 0.2561], [-0.1023, 0.0415, -0.0366], [-0.4701, 0.3904, -0.3584], [0.3092, -0.7629, 0.0047], [-0.2176, -0.2172, -0.0135], [0.2357, 0.2067, -0.0095], [0.1185, 1.1772, -0.3846], [-0.1283, -0.1095, 0.1842], [-0.1586, 0.2433, -0.1977], [0.1633, -0.2000, -0.4652], [0.3670, -0.0062, 0.5101], [-0.0189, -0.0163, 0.0851], [-0.3314, -0.2986, 0.9252], [0.2699, -0.0162, -1.6245], [-0.0485, -0.0741, -0.2070], [0.5077, 0.2405, 1.0865], [0.0040, -0.2043, 0.0910]], "spin_multiplicity": 2, "e_lumo_ev": [-5.015, -8.103], "relative_energy_ev": 3.293, "fmax_ev_per_a": 3.35, "total_charge": 1, "total_energy_ha": -5306.3959}



(2)
{"formula": "C13H38ClIrSi4TeV", "method": "ωB97M-V with the def2-TZVPD basis set", "symbols": ["H", "H", "H", "H", "H", "H", "C", "H", "H", "H", "H", "Te", "H", "H", "C", "H", "H", "Si", "H", "C", "H", "C", "H", "H", "H", "H", "Ir", "H", "V", "C", "C", "H", "H", "C", "Cl", "H", "C", "Si", "C", "H", "H", "H", "H", "C", "H", "H", "H", "C", "Si", "H", "Si", "H", "H", "H", "H", "C", "H", "H", "C"], "coordinates": [[1.60979, -0.69609, 4.28540], [-2.20552, 2.86940, 2.05009], [-0.64401, -2.20876, -6.45395], [-2.74430, -1.57483, 3.72060], [1.21803, 1.15957, -4.48314], [-1.36394, -2.61216, -0.07125], [-1.95029, -0.83739, 3.50346], [1.05718, 0.57840, -6.17259], [-4.05824, -0.56705, 0.96867], [1.96258, 3.44865, 0.81878], [-1.04044, 2.46428, -4.66725], [0.74868, 0.89344, -1.48140], [-2.30895, -1.34774, -1.65726], [2.14081, -2.10998, -0.42409], [1.74997, -1.52502, 3.58482], [-2.93600, -0.97392, -3.26359], [1.31947, -3.13658, 0.77985], [-1.69337, -0.79830, 1.63856], [4.46303, -0.63506, 1.94530], [-1.56103, -2.56589, 1.00772], [-3.01737, 0.21661, -0.25722], [3.62706, 0.05573, 1.74232], [-1.28125, 3.44690, 0.63808], [-2.46523, 1.32382, -4.91501], [3.08970, -2.94226, 0.84318], [-0.77204, -3.12848, 1.52471], [1.03315, -1.59822, -4.58148], [-1.21996, 4.34201, 2.18057], [-0.60962, 0.08288, -3.56255], [1.45802, 0.33483, -5.18845], [-1.26494, 3.33768, 1.73241], [-0.33507, -0.48715, -6.62575], [-1.51233, -1.03556, -5.41766], [-3.16829, 0.06758, 0.83137], [2.50034, -3.38920, -4.64457], [-1.63439, -2.19711, -3.04243], [-0.55006, -1.24942, -5.87871], [0.25191, 2.37527, 2.29783], [-2.01190, -1.18403, -2.71709], [2.71403, 2.90330, 2.34656], [-1.05326, -1.14450, 4.06400], [2.64519, -2.07708, 3.89312], [0.97971, 1.44143, 4.53239], [-1.51926, 1.48902, -4.37479], [-0.78336, 1.69597, 4.49899], [0.30785, 3.08381, 4.64600], [-3.36500, 1.04771, 1.28730], [0.17908, 2.09930, 4.16617], [0.25982, 0.39481, 0.98018], [3.64959, 0.84874, 2.50206], [2.02313, -0.94963, 1.81179], [3.77563, 0.50333, 0.74721], [-2.29050, 0.13087, 3.89688], [0.90120, -2.20594, 3.67776], [2.56640, 0.32168, -5.33112], [1.81337, 3.35425, 1.90346], [1.69399, 4.36449, 2.33044], [-2.51819, -3.07761, 1.19919], [2.13939, -2.42079, 0.63411]], "forces_ev_per_angstrom": [[0.0000, -0.0812, -0.1185], [0.2264, 0.0429, -0.0613], [-0.2341, 0.4712, 0.6076], [0.2190, 0.2142, -0.0232], [0.4807, 0.0776, -0.3954], [-0.0040, 0.0881, 0.2489], [-0.1670, -0.1829, 0.3607], [-0.0964, 0.0677, 0.2519], [0.0435, 0.2401, -0.0844], [-0.0473, -0.0646, 0.2575], [-0.6167, -0.6478, 0.3261], [0.5495, 0.2600, 1.1524], [0.3627, 0.4884, -0.5404], [-0.0044, -0.0102, 0.4112], [0.2091, -0.1589, 0.0494], [-0.2143, -0.1933, -0.1718], [0.1893, 0.1896, -0.0341], [0.4777, 0.5799, -0.9367], [-0.0684, 0.2827, -0.0762], [-0.2868, -0.2571, 0.0914], [0.0093, -0.0993, 0.6008], [0.1781, -0.3708, 0.0665], [0.0412, -0.0811, 0.2825], [0.0984, 0.2571, 0.1405], [-0.2600, -0.0218, -0.1914], [-0.1694, 0.1405, -0.0702], [1.3612, -1.1130, -0.9368], [-0.1679, -0.0767, -0.1477], [0.6312, -2.0000, 1.8752], [1.3427, 1.6362, 0.2846], [0.0401, 0.4621, 0.2154], [-0.1103, 0.0020, 0.2039], [-0.5933, -0.1710, -0.2614], [-0.2087, -0.2237, -0.1758], [0.3083, -0.6079, 0.4708], [-0.4138, 0.5875, 0.0452], [-1.2684, -1.1152, -1.0213], [0.0371, -0.6708, -0.8964], [-0.0158, -1.0989, 0.3505], [-0.2880, 0.1030, -0.1584], [-0.2831, 0.1452, -0.2135], [-0.0430, 0.0078, 0.0889], [-0.1971, 0.1751, -0.1281], [-1.1160, 2.9033, -1.9322], [0.1799, 0.0143, -0.0858], [-0.0125, -0.2410, -0.0314], [0.0480, -0.2394, -0.0835], [0.0389, 0.2153, 0.1436], [-0.0645, -0.2190, 0.5410], [-0.0248, -0.1710, -0.1869], [-0.4406, 0.6062, -0.9099], [-0.0888, -0.1304, 0.3108], [0.1124, -0.2132, -0.1306], [0.0082, 0.0437, -0.0446], [-0.4839, 0.1549, 0.5056], [-0.0355, 0.3617, 0.2072], [0.1718, -0.1646, -0.1508], [0.2122, 0.0018, -0.0771], [0.4482, -0.1952, 0.1860]], "spin_multiplicity": 7, "e_lumo_ev": [2.642, 1.532], "fmax_ev_per_a": 3.66, "total_charge": -1, "total_energy_ha": -3452.5224}